Entry 1:
# C48H40BrCoN4Sb2

A molecular structure, C48H40BrCoN4Sb2 (the ωB97M-V functional and the def2-TZVPD basis, the OMol25 dataset).

Output
Total charge = +1
Multiplicity = 2
Gap between HOMO and LUMO (spin up / spin down) = 6.55 / 6.56 eV

CARTESIAN COORDINATES (ANGSTROEM)
1 Sb 3.158 0.688 0.028
2 Sb 0.291 0.411 2.244
3 Br -2.026 2.530 -5.935
4 Co -0.295 0.079 -1.163
5 N -1.538 1.397 -0.606
6 N 0.034 0.356 -3.156
7 N -10.433 0.051 -0.547
8 N -1.561 -1.318 -1.091
9 C 2.926 2.397 -4.024
10 C -1.307 -2.624 -1.158
11 C 3.377 1.027 -2.077
12 C 0.710 -0.489 -5.273
13 C 5.355 -1.514 0.388
14 C -3.472 2.577 -0.711
15 C -2.390 1.237 3.350
16 C -0.127 0.406 -5.915
17 C -2.483 -3.383 -1.008
18 C 0.557 -1.686 1.767
19 C 2.542 -0.777 5.838
20 C 7.690 -1.063 0.754
21 C 6.650 -1.970 0.611
22 C -3.581 0.049 -0.788
23 C -3.596 1.161 4.041
24 C -5.805 -0.450 -1.817
25 C 6.145 0.757 0.461
26 C -3.141 -1.139 4.580
27 C -5.068 0.061 -0.751
28 C -1.931 -1.057 3.903
29 C 2.797 1.157 3.862
30 C -3.971 -0.026 4.654
31 C -3.506 -2.474 -0.847
32 C 1.697 0.298 3.843
33 C 5.093 -0.147 0.306
34 C -2.935 -1.178 -0.901
35 C 2.150 -1.234 -0.244
36 C 0.768 -0.483 -3.893
37 C 3.684 1.539 -4.809
38 C 1.877 -2.019 1.052
39 C 4.143 0.173 -2.879
40 C 1.578 -0.666 4.846
41 C -0.874 1.281 -5.145
42 C -5.724 0.576 0.363
43 C -0.779 1.227 -3.770
44 C -2.419 3.477 -0.614
45 C -9.285 0.057 -0.592
46 C -1.251 2.707 -0.559
47 C 2.783 2.144 -2.662
48 C -7.107 0.569 0.420
49 C -1.538 0.133 3.287
50 C -2.918 1.283 -0.703
51 C 3.644 0.070 5.836
52 C -7.189 -0.440 -1.772
53 C 3.770 1.039 4.851
54 C 7.439 0.301 0.676
55 C -7.838 0.063 -0.649
56 C 4.300 0.430 -4.235
57 H 1.423 -1.158 -3.357
58 H -4.525 2.805 -0.773
59 H 8.249 1.010 0.788
60 H 2.752 -1.798 -0.958
61 H -1.358 1.893 -3.142
62 H 2.215 2.841 -2.051
63 H -0.230 3.050 -0.446
64 H -2.547 -4.458 -1.017
65 H 2.433 -1.524 6.615
66 H 0.512 -2.237 2.706
67 H -5.292 -0.843 -2.686
68 H 1.182 -1.076 -0.755
69 H 2.712 -1.860 1.739
70 H -2.109 2.171 2.873
71 H -2.474 4.553 -0.573
72 H -4.907 -0.086 5.195
73 H 1.319 -1.184 -5.833
74 H -7.769 -0.822 -2.601
75 H 5.964 1.826 0.408
76 H 3.815 1.745 -5.865
77 H 4.913 -0.225 -4.843
78 H -0.295 -2.001 1.164
79 H 2.465 3.273 -4.466
80 H 4.560 -2.242 0.281
81 H 4.654 -0.676 -2.437
82 H -1.299 -1.937 3.853
83 H -4.552 -2.686 -0.687
84 H 4.621 1.709 4.854
85 H 2.900 1.931 3.112
86 H 8.697 -1.419 0.932
87 H -5.146 0.968 1.189
88 H 6.845 -3.034 0.674
89 H -7.623 0.954 1.289
90 H 4.398 -0.021 6.607
91 H -3.433 -2.066 5.058
92 H 1.878 -3.089 0.822
93 H -0.300 -2.990 -1.317
94 H 0.720 -1.329 4.872
95 H -4.240 2.031 4.103
96 H -0.199 0.429 -6.994

Atomic forces in eV per Å
0.07 -0.01 -0.15
-0.05 -0.16 -0.03
-0.06 0.06 -0.05
0.07 0.34 0.39
-0.12 0.06 -0.40
-0.16 -0.01 -0.03
0.05 0.00 0.00
-0.17 -0.10 0.12
0.02 -0.06 0.07
-0.02 -0.03 -0.07
0.07 -0.04 -0.18
0.09 -0.03 -0.03
0.06 0.08 -0.01
-0.03 0.13 0.09
-0.06 -0.12 0.13
0.03 -0.02 -0.09
0.03 0.03 -0.03
0.33 0.02 -0.28
0.00 0.03 -0.03
-0.01 0.02 0.01
-0.03 0.06 -0.03
-0.10 0.09 -0.02
0.03 -0.02 -0.08
-0.04 -0.03 -0.01
0.02 -0.11 -0.01
0.02 0.08 -0.01
0.21 -0.06 0.04
0.00 0.06 -0.10
-0.05 -0.09 0.08
0.02 -0.01 -0.01
-0.04 -0.05 0.01
0.17 0.02 0.18
0.11 -0.11 0.12
0.08 -0.02 -0.06
-0.02 0.06 0.32
0.00 0.07 0.02
0.00 -0.02 0.03
-0.08 0.04 0.00
-0.03 0.10 0.03
0.06 0.09 -0.05
0.01 0.01 -0.03
-0.08 0.04 0.00
0.14 -0.06 0.13
-0.05 -0.05 0.00
0.28 0.01 -0.02
-0.04 -0.06 0.14
0.00 -0.05 -0.08
0.04 0.04 0.07
-0.22 0.04 0.10
0.09 -0.07 -0.01
-0.02 -0.01 -0.01
0.02 -0.01 -0.03
-0.05 0.01 -0.03
-0.04 -0.02 -0.02
-0.33 -0.03 -0.03
-0.08 0.03 0.00
0.02 -0.01 0.01
0.06 0.01 -0.01
-0.02 -0.02 0.00
-0.02 -0.01 -0.01
-0.01 -0.03 0.00
0.00 -0.01 -0.01
-0.02 -0.01 -0.04
0.00 0.03 0.01
0.00 0.02 -0.03
0.01 0.02 0.01
-0.02 0.01 0.03
-0.03 -0.19 -0.22
-0.01 -0.01 0.07
-0.01 -0.01 -0.01
-0.01 -0.03 -0.01
0.02 0.00 -0.02
-0.02 0.02 0.00
0.01 0.00 0.01
0.00 -0.02 0.02
0.00 -0.01 0.03
-0.03 0.03 0.03
-0.05 -0.01 0.00
0.01 -0.01 0.01
0.02 0.01 0.01
-0.03 0.01 0.00
-0.04 0.02 0.02
0.06 0.00 -0.01
-0.02 -0.02 0.00
0.00 0.00 -0.04
-0.02 0.01 -0.01
0.02 -0.01 0.06
-0.01 0.03 0.00
0.01 -0.01 -0.01
-0.02 0.01 -0.02
0.01 0.02 -0.03
0.03 -0.02 0.00
-0.03 0.01 0.04
0.01 0.01 -0.01
0.02 -0.01 0.00
0.00 0.00 0.01

Atom charges from the Mulliken analysis, given in e for atoms 1 to 2: Sb 1.119; Sb 0.817

Entry 2:
# C13H26BBrClIO5PS

A gas-phase ion, C13H26BBrClIO5PS (charge -1) (the ωB97M-V functional and the def2-TZVPD basis, the OMol25 dataset).

Output
Total charge = -1
Gap between HOMO and LUMO = 6.06 eV

CARTESIAN COORDINATES (ANGSTROEM)
1 I -3.059 1.444 2.278
2 Br -3.923 -0.604 -0.842
3 Cl -0.021 -1.401 -1.892
4 S 2.915 -0.183 -3.748
5 P -0.275 -2.627 2.990
6 O -1.678 -1.061 0.937
7 O 0.605 -1.284 0.630
8 O 1.526 -0.245 -4.515
9 O 3.161 -1.387 -3.019
10 O 3.924 0.215 -4.699
11 C 1.240 0.651 -0.552
12 C -2.931 2.130 -2.665
13 C -1.158 1.183 1.282
14 C 2.639 1.190 -2.669
15 C -2.550 1.852 -1.200
16 C -0.131 0.952 2.392
17 C -0.329 -4.477 2.955
18 C 1.550 -2.389 3.196
19 C -1.230 0.079 0.208
20 C -2.240 0.369 -0.953
21 C 0.168 2.230 3.206
22 C 0.165 -0.426 -0.317
23 C 1.301 1.330 -1.934
24 B -0.611 -2.065 1.087
25 H -0.054 3.129 2.631
26 H 1.681 -0.839 -5.259
27 H 1.904 -2.859 4.114
28 H -1.672 2.456 -0.963
29 H -0.985 2.170 0.849
30 H 1.036 1.436 0.176
31 H 2.111 -2.826 2.362
32 H 2.190 0.200 -0.270
33 H 1.225 2.234 3.475
34 H -2.824 3.197 -2.866
35 H 3.463 1.095 -1.960
36 H -1.357 -4.822 3.023
37 H -3.971 1.871 -2.848
38 H -0.551 0.215 3.078
39 H -0.800 -3.101 0.467
40 H 0.463 1.045 -2.564
41 H 2.839 2.069 -3.278
42 H -1.815 -0.003 -1.874
43 H 1.771 -1.324 3.195
44 H 0.208 -4.836 3.837
45 H 1.213 2.407 -1.770
46 H 0.166 -4.887 2.072
47 H -3.391 2.168 -0.586
48 H 0.786 0.510 2.020
49 H -2.281 1.579 -3.344
50 H -0.413 2.239 4.126

Atomic forces in eV per Å
-0.03 0.04 -0.05
0.00 -0.05 0.00
-0.03 -0.16 -0.22
1.04 0.06 0.15
-0.46 0.38 0.52
0.09 0.16 -0.51
-0.24 -0.07 -0.42
0.02 0.10 0.15
-0.34 0.06 -0.02
-0.27 -0.01 -0.02
-0.44 0.11 -0.29
0.09 0.19 0.46
0.80 0.50 -0.34
-0.28 0.08 0.10
-0.35 -0.17 -0.68
-0.46 0.17 0.67
0.42 0.17 0.01
0.08 -0.28 -0.56
-1.77 -1.87 0.77
0.27 1.06 -0.01
0.12 -0.52 -0.23
1.00 0.40 0.57
0.24 0.24 0.34
0.50 -0.26 0.54
0.03 0.12 0.05
-0.20 -0.19 -0.34
-0.03 0.15 0.15
0.02 -0.02 0.07
-0.01 -0.05 -0.01
0.16 -0.04 0.09
0.00 0.01 -0.01
0.05 -0.11 -0.14
0.00 0.15 0.08
0.00 0.01 -0.11
0.04 0.00 0.02
-0.06 -0.06 -0.14
0.01 -0.21 -0.13
0.15 -0.23 -0.12
-0.02 0.13 -0.21
0.04 -0.09 -0.09
-0.03 -0.06 -0.17
-0.01 -0.19 0.08
0.05 0.05 0.18
-0.07 -0.08 0.05
-0.12 0.03 -0.06
-0.14 -0.07 -0.09
0.26 0.15 0.27
0.00 0.07 -0.23
-0.05 0.00 -0.13
-0.07 0.19 -0.01

Atom charges from the natural (NBO) analysis, given in e for atoms 1 to 2: I 0.081; Br 0.001

Entry 3:
# C26H24FN5O5

A single C26H24FN5O5 molecule (the ωB97M-V functional and the def2-TZVPD basis, the OMol25 dataset).

Output
Gap between HOMO and LUMO = 7.82 eV

CARTESIAN COORDINATES (ANGSTROEM)
1 F 1.381 3.086 0.068
2 O -7.770 -1.952 0.058
3 O -5.188 -2.137 0.054
4 O -3.354 1.659 0.074
5 O 8.970 -0.314 0.414
6 O 7.507 1.718 -0.997
7 N 5.738 1.055 0.228
8 N -7.182 1.647 0.047
9 N 2.953 0.775 0.002
10 N -1.160 -1.803 0.079
11 N -5.534 0.128 0.063
12 C -2.717 0.606 0.067
13 C -2.503 -1.820 0.068
14 C 8.464 -2.467 0.214
15 C 3.755 -0.354 0.412
16 C 4.935 2.185 -0.188
17 C -4.770 -0.975 0.061
18 C 1.579 0.704 -0.015
19 C -8.428 2.076 0.039
20 C 7.678 -0.389 0.043
21 C -9.255 -0.146 0.044
22 C -0.076 -3.457 -1.388
23 C -0.579 1.821 0.039
24 C -1.253 0.595 0.051
25 C 3.677 1.668 -0.885
26 C -7.942 -0.625 0.052
27 C 7.317 -1.705 -0.104
28 C -9.511 1.211 0.037
29 C -3.307 -0.719 0.066
30 C -6.919 0.346 0.054
31 C 0.785 1.872 0.019
32 C -0.456 -3.072 0.040
33 C 0.897 -0.511 0.002
34 C -0.497 -0.591 0.048
35 C 9.433 -1.562 0.525
36 C 5.020 0.172 1.108
37 C 6.980 0.883 -0.287
38 H -0.971 -3.556 -1.997
39 H 4.713 0.742 1.994
40 H 4.044 -0.975 -0.451
41 H 6.368 -2.084 -0.422
42 H 5.531 2.794 -0.868
43 H -6.798 -2.176 0.057
44 H 4.656 2.780 0.687
45 H 5.655 -0.655 1.422
46 H 1.479 -1.414 -0.050
47 H 3.976 1.116 -1.791
48 H -1.163 2.728 0.066
49 H 8.550 -3.534 0.208
50 H 10.453 -1.684 0.832
51 H -10.523 1.584 0.031
52 H 3.197 -0.962 1.125
53 H 0.563 -2.703 -1.839
54 H -5.020 1.022 0.067
55 H 0.428 -3.016 0.678
56 H -10.051 -0.874 0.043
57 H 3.053 2.505 -1.185
58 H -2.979 -2.792 0.069
59 H 0.449 -4.408 -1.387
60 H -1.118 -3.834 0.458
61 H -8.550 3.150 0.034

Atomic forces in eV per Å
0.04 -0.18 0.03
0.24 -0.27 0.00
-0.12 -0.22 0.00
0.09 0.13 0.00
0.09 0.63 0.00
0.25 0.03 -0.06
-0.19 0.07 0.08
0.25 -0.06 0.00
0.09 0.10 0.22
-0.38 -0.05 0.14
0.56 0.19 0.01
0.03 -0.26 0.01
-0.31 0.14 0.04
0.51 0.23 0.13
0.18 0.04 0.32
-0.06 0.17 -0.46
-0.09 0.08 0.00
-0.42 -0.11 -0.01
-0.28 0.08 0.00
-0.54 -0.79 -0.28
0.34 -0.01 0.00
-0.01 0.05 0.24
0.28 -0.08 -0.03
0.34 -0.11 -0.03
0.20 0.32 -0.09
-0.11 0.33 0.00
0.07 0.81 0.08
0.12 -0.06 0.00
0.08 0.03 -0.02
-0.69 -0.12 0.00
-0.31 0.07 -0.05
0.30 -0.42 -0.31
0.20 0.00 -0.02
-0.07 0.82 0.02
-0.15 -0.91 -0.07
-0.20 -0.43 0.11
0.25 0.10 0.04
-0.07 -0.02 -0.07
0.00 -0.10 -0.03
-0.03 -0.06 0.03
-0.24 0.01 -0.06
-0.09 -0.04 0.10
-0.20 0.12 0.00
0.00 -0.02 -0.04
-0.09 0.11 0.01
0.07 -0.10 -0.03
0.00 0.06 0.02
-0.03 0.10 0.01
0.10 -0.21 0.01
0.14 0.11 0.05
-0.08 0.06 0.00
0.01 0.00 -0.05
0.06 0.04 -0.07
0.02 -0.30 0.00
-0.14 -0.01 0.02
-0.07 -0.08 0.00
0.00 -0.08 0.01
0.04 -0.04 0.01
0.07 -0.10 -0.04
0.08 0.15 0.06
-0.11 0.08 0.00

Atom charges from the natural (NBO) analysis, given in e for atoms 1 to 2: F -0.325; O -0.686

Calculated F_max in order - 0.52; 2.69; 1.00 eV/A
Calculated molecular weight in order - 1055.233; 578.460; 505.506 g/mol
Calculated total energy in order - -177122.25820; -135609.40101; -47758.11311 eV